No. 1
Entry from the OMol25 dataset: C21H14ClF6N6O9S2Tc as an isolated structure at a distorted geometry (ωB97M-V/def2-TZVPD).

M = 806.0 Da
gap between HOMO and LUMO (alpha / beta) = 6.066 / 4.067 eV
net charge = +1
ΔE to the lowest compared entry with this formula, charge and spin = 8.3 kcal/mol
DFT total energy = -102050.0889 eV
spin multiplicity = 4

```
60
C21H14ClF6N6O9S2Tc (ωB97M-V/def2-TZVPD)
Tc 9.1309 15.7063 9.0529
Cl 11.7916 21.4631 4.7381
S 6.9062 17.6932 10.2953
S 6.1164 14.9977 9.9504
F 5.1929 13.0323 11.5928
F 7.0049 20.0141 9.4333
F 4.8634 19.3588 9.5409
F 3.8843 14.7501 11.0679
F 6.1978 18.4757 8.0111
F 5.4690 14.9190 12.6398
O 10.6304 21.8358 5.6864
O 7.1501 18.0942 11.6063
O 11.7246 19.9381 4.3961
O 8.2451 15.4535 7.5995
O 11.7117 22.1227 3.4075
O 10.0037 15.6246 10.9617
O 7.5086 14.6565 10.2584
O 8.0740 17.4895 9.4144
O 5.5267 14.3226 8.8376
N 10.6167 16.9402 8.6618
N 10.3508 11.8282 8.1401
N 10.0981 13.9505 8.8048
N 11.1490 19.1443 8.7915
N 5.8528 16.5290 10.2025
N 8.2584 5.7473 5.8636
C 10.5233 8.2874 6.9934
C 9.1457 8.0632 6.6169
C 10.5494 18.0025 10.9442
C 8.2728 9.1645 6.5246
C 10.2892 19.1915 11.7430
C 8.6768 10.4403 6.9697
C 9.9204 17.8431 13.6954
C 8.7066 6.7416 6.2591
C 11.6557 12.2801 8.4508
C 10.2824 16.7452 11.6338
C 10.7510 18.0431 9.5064
C 10.0184 10.6492 7.4552
C 9.8252 19.0651 13.0588
C 11.4762 13.5489 8.8898
C 9.4727 12.8440 8.3608
C 5.1866 14.4049 11.4287
C 11.2700 18.7217 7.4689
C 6.1074 18.9849 9.2720
C 11.0465 17.4070 7.4143
C 10.9597 9.5336 7.4310
C 10.1997 16.6893 13.0166
H 7.2227 9.0716 6.2549
H 12.5695 11.5890 8.3985
H 11.9257 9.6858 7.8901
H 10.5375 20.1334 11.2574
H 8.3831 12.7187 8.3478
H 9.4136 19.9854 13.4819
H 10.9787 16.8170 6.5037
H 10.2026 15.6769 13.5200
H 11.2358 7.4616 7.0700
H 12.2485 14.2312 9.2907
H 8.1209 11.3304 6.8416
H 9.8196 17.8659 14.7898
H 11.3162 19.3803 6.5974
H 11.3318 20.0421 9.2663
```


No. 2
Entry from the OMol25 dataset: one molecule with the formula C21H14ClN3O4 at a distorted geometry (ωB97M-V/def2-TZVPD).

M = 407.8 Da
gap between HOMO and LUMO = 8.118 eV
ΔE to the lowest compared entry with this formula, charge and spin = 0.0 kcal/mol
DFT total energy = -47185.8624 eV

```
43
C21H14ClN3O4 (ωB97M-V/def2-TZVPD)
Cl 1.0882 -1.3781 1.8596
O -6.2702 -0.6222 -0.8893
O -0.4667 -2.9376 -1.2342
O -5.3449 -2.5520 -1.0981
O 1.7359 3.5641 0.5202
N -5.3002 -1.3438 -1.0100
N 1.1375 1.4682 1.2044
N -0.2713 1.1293 -1.1149
C -0.0829 2.4746 -0.6121
C 2.0537 1.0687 -1.8168
C 3.0140 2.0426 2.6739
C 3.1322 -1.0400 -2.2591
C 4.0114 0.3080 4.0049
C -2.6923 1.2884 -1.0322
C 3.1710 0.3474 -2.1809
C 2.1167 1.1269 2.1370
C 3.1259 -0.6167 3.4751
C -1.6159 -0.8717 -1.1968
C 0.8086 -0.9836 -1.6210
C -4.0095 -0.7163 -1.0514
C 3.9551 1.6302 3.6003
C -0.4231 -1.7252 -1.3331
C 0.8527 0.4156 -1.5207
C 1.9539 -1.6941 -1.9859
C -2.8641 -1.4813 -1.1572
C -1.5062 0.5334 -1.1100
C -3.9195 0.6769 -1.0042
C 1.0547 2.5718 0.4251
C 2.1889 -0.2087 2.5458
H -0.9857 2.7987 -0.0914
H 1.8737 -2.7693 -2.0405
H 3.1638 -1.6510 3.7784
H -4.8283 1.2570 -0.9561
H 2.1234 2.1428 -1.7773
H -2.6589 2.3657 -1.0361
H 2.9667 3.0697 2.3523
H 4.6461 2.3507 4.0094
H 0.1224 3.1910 -1.4142
H 4.7432 -0.0110 4.7303
H 4.0156 -1.5935 -2.5359
H 4.0850 0.8748 -2.4077
H -2.9185 -2.5592 -1.2096
H 0.5110 0.6938 1.0087
```